Here is a cluster of 2 separate species, C10H5Br2F9IO6PS in total at a distorted geometry from OMol25. Energies are from ωB97M-V with the def2-TZVPD basis set.

The geometry in XYZ format:
```
35
Properties=species:S:1:pos:R:3:forces:R:3:lowdin_charge:R:1
O 1.370660 -1.106337 6.241264 -0.33 0.13 0.52 0.193
C 1.126159 -0.749269 5.139941 -0.35 0.12 -0.41 -0.425
O 1.453650 0.481910 4.618938 0.88 -0.14 0.49 0.160
C 1.968529 0.194451 3.357502 -0.46 -0.34 0.06 -0.394
O 2.766040 0.874488 2.833316 0.22 0.57 -0.34 0.213
C 1.312972 -1.101752 2.947943 0.12 0.04 -0.04 -0.157
S 1.321398 -2.009713 1.420347 -0.33 -0.78 -0.27 0.739
O 0.006991 -1.983067 0.862202 -0.01 0.32 0.06 -0.306
O 1.936285 -3.267656 1.698235 0.26 0.11 0.12 -0.236
C 2.485315 -1.161596 0.240889 0.44 0.31 0.24 -0.459
F 2.889127 -2.065813 -0.659718 -0.22 0.24 0.23 0.153
F 3.544687 -0.792626 0.982228 -0.10 -0.17 -0.31 0.133
C 1.896317 0.107567 -0.444826 0.20 0.10 0.01 -0.332
F 1.217532 0.800395 0.510690 0.22 -0.26 -0.32 0.137
F 2.933507 0.859429 -0.864128 -0.46 -0.22 0.22 0.170
C 0.949379 -0.174829 -1.668848 0.17 0.09 -0.33 -0.327
F 1.617194 0.146649 -2.802207 -0.23 -0.23 0.39 0.158
F 0.601492 -1.475181 -1.726348 0.07 0.46 -0.05 0.157
C -0.349587 0.677194 -1.652831 -0.32 -0.12 -0.17 -0.536
F -0.060754 1.977951 -1.530723 -0.07 -0.33 -0.03 0.185
F -1.162157 0.296602 -0.668729 0.23 0.21 -0.25 0.187
F -0.980592 0.490387 -2.823324 0.14 0.09 0.34 0.168
C 0.634751 -1.583627 3.997943 -0.11 0.25 -0.58 -0.315
P -0.618195 -2.921400 4.201706 0.19 -0.46 0.10 0.549
O -0.974267 -2.588532 5.757148 -0.07 -0.22 0.11 -0.413
I -2.488686 -1.781446 3.157822 -0.01 0.15 0.07 0.550
H -0.180220 -2.608799 6.314723 -0.06 0.08 0.13 0.049
Br -4.247779 0.640369 -5.294489 -0.01 0.05 -0.01 0.606
C -3.111629 2.187751 -5.602849 0.01 -0.17 0.01 -0.700
C -2.891576 2.984413 -4.345229 -0.07 0.17 0.00 -0.710
Br -4.456526 4.034002 -3.864860 0.02 -0.05 0.02 0.612
H -3.585859 2.772324 -6.383539 0.00 0.04 -0.01 0.048
H -2.167828 1.789448 -5.967698 0.03 0.01 0.03 0.057
H -2.088833 3.703850 -4.488525 0.01 -0.01 -0.03 0.060
H -2.667496 2.352463 -3.493968 0.02 -0.03 0.01 0.026
```
Forces are in eV/Å.

SMILES: O=C1OC(=O)C(S(=O)(=O)C(F)(F)C(F)(F)C(F)(F)C(F)(F)F)=C1P(O)I.BrCCBr
Calculated total energy (eV): -215501.9367
2S+1: 1

---

Here is a cluster of 6 separate species, C16H43O9S in total from OMol25. Energies are from ωB97M-V with the def2-TZVPD basis set.

The geometry in XYZ format:
```
69
Properties=species:S:1:pos:R:3:forces:R:3:lowdin_charge:R:1
C -3.866326 1.684388 1.695273 -0.02 -0.18 -0.09 -0.121
O -3.905759 0.399372 1.120789 0.14 -0.10 0.13 -0.216
C -2.709672 0.087524 0.392824 -0.50 0.24 -0.22 -0.207
C -2.965364 0.119102 -1.108567 0.61 0.16 0.07 -0.162
C -1.851579 -0.594966 -1.896562 0.25 0.14 -0.09 -0.199
C -1.124356 0.333429 -2.875953 -0.62 0.13 0.20 -0.233
C -0.180512 1.290102 -2.150821 -0.20 -0.05 -0.39 -0.235
S 1.531232 0.723759 -2.082704 0.25 -0.32 -0.34 0.442
O 1.702056 0.312977 -0.688581 0.17 -0.10 0.16 -0.378
O 2.326243 1.904857 -2.430263 0.03 -0.03 -0.12 -0.377
O 1.662358 -0.378704 -3.040103 -0.08 0.53 0.44 -0.367
H -3.042189 1.775916 2.406707 0.08 0.03 0.06 0.087
H -3.756177 2.456453 0.928440 -0.02 0.12 -0.01 0.089
H -4.802192 1.835598 2.227836 -0.11 0.05 0.01 0.076
H -2.344505 -0.888302 0.705293 -0.06 -0.09 0.13 0.125
H -1.963482 0.845667 0.630624 0.33 -0.19 0.13 0.113
H -3.946283 -0.294910 -1.327419 -0.09 -0.07 0.02 0.110
H -2.949332 1.168883 -1.409429 -0.36 0.08 -0.08 0.106
H -1.094026 -0.954325 -1.196181 0.01 -0.22 0.03 0.103
H -2.257490 -1.459019 -2.412556 -0.01 -0.11 -0.02 0.092
H -1.881917 0.933636 -3.388147 -0.06 0.00 -0.12 0.102
H -0.604356 -0.233420 -3.641976 0.24 -0.02 0.05 0.094
H -0.189787 2.268294 -2.621703 0.23 0.07 -0.10 0.087
H -0.482178 1.425750 -1.115510 -0.02 0.05 0.11 0.081
C -0.782365 -5.106936 -2.089012 -0.06 0.03 -0.07 -0.091
C -1.459807 -4.186165 -1.092078 -0.08 -0.10 -0.04 -0.314
O -2.716399 -3.711699 -1.572647 0.00 -0.02 0.02 -0.093
H -0.632517 -4.590119 -3.037031 0.04 0.03 0.02 0.078
H 0.187135 -5.440297 -1.716572 0.00 0.00 0.01 0.073
H -1.399373 -5.989238 -2.283324 0.03 -0.03 0.04 0.067
H -0.849378 -3.302575 -0.916172 -0.03 0.03 0.01 0.106
H -1.603155 -4.697283 -0.133486 0.07 0.03 0.03 0.107
H -3.285913 -4.472014 -1.723925 0.01 0.00 0.01 0.077
C -6.917107 -1.045560 2.396312 -0.05 -0.04 -0.01 -0.091
C -7.136550 -0.351477 1.066637 -0.15 -0.06 0.04 -0.321
O -8.112276 -1.029120 0.269872 0.06 0.02 -0.02 -0.089
H -6.593553 -2.074044 2.235074 0.05 0.02 -0.01 0.077
H -6.156775 -0.529630 2.983595 0.02 0.00 -0.02 0.067
H -7.844426 -1.075967 2.976814 0.02 0.05 0.03 0.067
H -6.213028 -0.339762 0.494041 -0.02 0.01 -0.04 0.094
H -7.453109 0.686287 1.223157 0.08 0.03 0.01 0.108
H -8.937702 -1.037683 0.763244 0.00 -0.02 -0.01 0.070
C 3.565880 0.165330 2.835008 0.04 0.08 0.07 -0.095
C 2.562511 -0.940597 2.553306 -0.12 0.08 -0.20 -0.340
O 1.362321 -0.436032 2.005110 0.18 0.12 0.28 -0.101
H 3.138828 0.897788 3.523801 -0.01 -0.04 0.04 0.070
H 4.484458 -0.237255 3.272643 0.01 0.00 -0.02 0.055
H 3.820492 0.692620 1.913810 0.03 -0.06 -0.03 0.078
H 2.295458 -1.458756 3.476927 0.01 -0.03 0.00 0.103
H 3.000869 -1.673212 1.864351 0.08 -0.05 0.08 0.110
H 1.603434 0.016105 1.178759 -0.31 -0.14 -0.35 0.026
C 7.364919 0.628861 4.934957 0.01 0.03 0.03 -0.096
C 6.413492 0.462146 6.105314 -0.10 0.16 -0.20 -0.328
O 5.876060 1.714389 6.522867 0.07 -0.05 0.10 -0.087
H 8.178857 1.303324 5.203290 0.02 -0.03 0.03 0.073
H 7.788269 -0.329809 4.630912 -0.02 0.00 -0.02 0.073
H 6.845708 1.063068 4.077836 -0.02 -0.08 -0.03 0.069
H 6.934921 0.047351 6.967209 -0.04 0.04 0.06 0.107
H 5.594077 -0.215755 5.844310 0.07 -0.09 0.00 0.102
H 5.397100 2.088807 5.776529 -0.02 0.00 0.01 0.077
C 2.773345 3.946279 -5.721893 -0.01 0.04 -0.01 -0.098
C 3.888921 2.913860 -5.696247 -0.04 -0.09 0.21 -0.344
O 4.354445 2.672683 -4.384344 -0.06 0.11 -0.28 -0.092
H 3.118251 4.884014 -5.283496 0.02 0.01 -0.02 0.070
H 2.433076 4.138346 -6.743120 0.00 -0.01 0.00 0.063
H 1.924372 3.598386 -5.130649 0.00 -0.03 -0.02 0.068
H 4.745786 3.266088 -6.274959 0.01 -0.01 -0.02 0.100
H 3.540403 1.975468 -6.146801 0.00 0.04 -0.10 0.107
H 3.595638 2.347723 -3.871240 0.03 -0.12 0.45 0.031
```
Forces are in eV/Å.

Calculated total energy (eV): -46552.9922
2S+1: 1
Total charge: -1

---

Here is a cluster of 2 separate species, C9H9FO2 in total at a distorted geometry from OMol25. Energies are from ωB97M-V with the def2-TZVPD basis set.

The geometry in XYZ format:
```
21
Properties=species:S:1:pos:R:3:forces:R:3:lowdin_charge:R:1
C -2.654851 1.072672 -0.090336 -1.07 0.72 0.16 -0.022
C -1.862220 1.097278 -1.211375 0.53 -1.00 1.74 -0.079
C -2.333757 0.201390 0.973495 -1.03 1.71 -2.54 -0.051
C -0.711328 0.379926 -1.217303 3.53 -1.43 -0.26 -0.021
C -1.158353 -0.441993 0.979972 1.37 -1.52 1.46 0.003
C -0.208272 -0.249345 -0.052782 -0.99 0.40 -0.08 -0.130
C 1.201959 -2.237144 0.487966 0.32 -0.37 2.60 -0.168
C 2.427954 1.002728 -0.678635 -2.42 3.98 -1.88 -0.038
C 1.110137 -0.831786 -0.024353 0.77 -0.44 -0.77 -0.081
O 0.203162 -2.784075 0.899847 0.69 -0.11 -1.13 0.084
O 2.214087 -0.393290 -0.619319 -1.53 -0.77 1.50 0.016
F 2.092780 -1.066291 2.803019 -0.50 0.08 -1.49 -0.613
H -3.535478 1.766725 -0.180639 0.71 -1.10 0.80 0.134
H -2.037123 1.761645 -1.956586 -0.91 1.48 -2.46 0.082
H -3.045211 -0.054680 1.675230 -1.30 -0.09 1.61 0.093
H -0.040599 0.132605 -2.087359 -1.02 1.21 0.44 0.149
H -1.082253 -1.143284 1.837074 0.99 0.74 -0.79 0.149
H 2.221936 -2.603825 0.701295 -0.20 -0.04 -0.51 0.141
H 3.293879 1.334058 -1.299170 -0.35 -1.16 0.83 0.110
H 2.385230 1.522527 0.302047 0.52 -1.01 -0.27 0.122
H 1.518319 1.534158 -1.242088 1.87 -1.29 1.05 0.119
```
Forces are in eV/Å.

2S+1: 1
Energy relative to the best compared isomer or geometry (same formula, charge and spin) (kcal per mole): 108.0

---

Here is a structure of composition C4H9N2 at a distorted geometry from OMol25. Energies are from ωB97M-V with the def2-TZVPD basis set.

The geometry in XYZ format:
```
15
Properties=species:S:1:pos:R:3:forces:R:3:lowdin_charge:R:1
C -0.738058 -0.891091 0.634744 -0.57 5.59 1.78 -0.001
C -1.627642 -0.052748 -0.408915 -0.54 -1.57 -1.82 -0.128
C 0.380565 1.516728 0.540395 -3.69 -4.50 0.35 0.185
C 0.318454 0.109023 0.020327 1.59 -1.79 2.10 -0.648
N -0.470839 0.684386 -0.934977 0.64 2.30 0.97 0.094
N 1.591771 -0.535863 -0.463195 2.23 1.17 0.31 0.241
H -0.828483 -0.719694 1.766289 -0.27 -0.20 -1.74 0.140
H -0.746058 -1.894381 0.458105 0.48 -2.65 -0.83 0.066
H -1.926076 -0.745436 -1.281018 0.19 0.92 1.34 0.148
H -2.430044 0.651295 -0.281195 -0.61 -0.28 1.04 0.114
H -0.168944 1.671365 1.509396 0.36 0.14 -1.47 0.130
H 1.002356 2.216580 0.146516 1.59 1.79 -1.23 0.053
H 2.247068 -0.796581 0.368100 -1.07 1.01 -1.83 0.220
H 2.001307 0.216745 -1.155717 -0.34 -2.22 1.50 0.224
H 1.394622 -1.430332 -0.918857 0.00 0.29 -0.46 0.162
```
Forces are in eV/Å.

2S+1: 1
Total charge: +1
Energy relative to the best compared isomer or geometry (same formula, charge and spin) (kcal per mole): 111.8